[1]
The following is a quantum chemistry calculation of a single C6H7ClO molecule, from the Open Molecules 2025 dataset.

Computed properties:
Total energy, a.u.: -768.2231
HOMO, eV: -8.210
Kohn-Sham gap, eV: 9.135
SMILES string: C[C@@H]1OC=CC=C1Cl
Lowest unoccupied orbital energy, eV: 0.92
Energy above the lowest of the compared OMol25 structures with the same formula, charge and spin, eV: 1.118

Element x y z (Å)
C 0.25554 1.70099 0.63752
C 0.36110 0.77512 -0.57625
O -0.95568 0.45273 -1.05992
C -1.58682 -0.57706 -0.46879
C -0.96563 -1.56973 0.16556
C 0.51292 -1.58171 0.14829
C 1.13746 -0.48635 -0.26952
Cl 2.86090 -0.38301 -0.39855
H -0.31127 2.59832 0.38529
H 1.25636 1.99525 0.99045
H -0.24223 1.17962 1.44297
H 0.83104 1.29884 -1.41600
H -2.64813 -0.52909 -0.61843
H -1.52645 -2.36710 0.59304
H 1.02089 -2.50683 0.44434

Forces on the atoms, in the same order (eV/Å):
0.4 0.0 -0.2
0.2 0.2 -0.1
0.2 0.2 -0.1
-0.1 -0.2 0.2
0.9 0.5 -0.2
-0.6 -0.5 0.2
-0.1 -0.1 0.1
0.0 0.1 0.0
0.0 -0.1 0.0
-0.3 -0.1 -0.2
-0.2 -0.1 0.3
0.0 -0.1 0.2
-0.3 0.0 0.0
-0.2 -0.4 0.2
0.0 0.5 -0.2

[2]
The following is a quantum chemistry calculation of a single C6H7FN2O2S molecule, from the Open Molecules 2025 dataset.

Computed properties:
Total energy, a.u.: -990.7816
HOMO, eV: -9.732
Kohn-Sham gap, eV: 10.016
SMILES string: NN(c1ccccc1)S(=O)(=O)F
Lowest unoccupied orbital energy, eV: 0.28
Energy above the lowest of the compared OMol25 structures with the same formula, charge and spin, eV: 1.930

Element x y z (Å)
N 1.86451 -0.01284 1.69720
N 1.35728 -0.56881 0.51805
C -0.01702 -0.19013 0.24053
C -0.47530 1.16765 -0.05161
C -1.87592 1.47903 -0.36378
C -2.82186 0.37022 -0.37277
C -2.42810 -1.01461 -0.04990
C -1.01615 -1.27595 0.25409
S 2.39935 -0.35784 -0.82317
O 3.80044 -0.33271 -0.45440
O 2.08632 0.77567 -1.67384
F 2.14835 -1.70348 -1.73297
H 2.83373 -0.28143 1.86332
H 1.71388 0.99656 1.75862
H 0.31552 1.96429 -0.03521
H -2.12997 2.53506 -0.59089
H -3.88480 0.60270 -0.63233
H -3.17224 -1.83997 -0.04986
H -0.69801 -2.31342 0.49893

Forces on the atoms, in the same order (eV/Å):
0.1 0.4 0.9
0.0 -0.2 -1.2
-3.7 -0.3 -0.6
-0.3 -1.1 0.2
1.6 -2.7 0.7
1.2 -0.2 0.3
2.1 2.3 -0.1
-0.7 1.7 -0.5
2.2 2.1 -2.6
-1.8 -1.4 0.8
-1.0 -1.7 0.8
-0.1 1.7 1.8
-0.4 0.1 -0.2
0.4 -0.3 -0.3
-1.1 -0.7 -0.2
0.0 -1.1 0.2
1.1 -0.4 0.3
0.7 0.8 0.0
-0.2 1.0 -0.2

[3]
The following is a quantum chemistry calculation of C6H7GdNO6 as an isolated structure, from the Open Molecules 2025 dataset.

Computed properties:
Total energy, a.u.: -1502.9844
HOMO (alpha / beta), eV: -22.184 / -22.213
Kohn-Sham gap (alpha / beta), eV: 5.981 / 6.189
Spin multiplicity: 8
Lowest unoccupied orbital energy (alpha / beta), eV: -16.20 / -16.02
⟨S²⟩: 16.014
Total charge: +3
Energy above the lowest of the compared OMol25 structures with the same formula, charge and spin, eV: 14.349

Element x y z (Å)
Gd -0.35042 1.72058 -0.51306
O -0.89547 0.70696 -3.38310
C -0.69749 1.12569 -2.34018
C -0.00561 2.38112 1.29021
O 0.19969 2.69052 2.36522
C -2.27244 1.81710 -0.18280
O -3.38973 1.79554 0.03786
C 1.57189 1.76934 -0.89857
O 2.68465 1.71039 -1.09031
H -0.51056 3.32520 -1.50577
H -0.35640 3.60431 -0.69750
N 0.52136 -3.22389 0.07976
C 0.63449 -2.32459 1.26284
C -0.00549 -0.94474 0.94596
O -0.95411 -0.56665 1.59835
O 0.55362 -0.28695 -0.02061
H -0.47730 -3.35196 -0.16869
H 0.92677 -4.14161 0.32920
H 1.03981 -2.82676 -0.72153
H 0.09553 -2.77735 2.09472
H 1.68721 -2.20224 1.51801

Forces on the atoms, in the same order (eV/Å):
1.1 -11.0 4.2
0.6 0.9 3.2
-3.0 -4.2 -16.0
2.9 6.3 14.7
-0.5 -1.1 -2.7
-16.5 1.4 2.6
3.2 -0.2 -0.5
14.5 1.3 -3.2
-2.1 -0.1 0.5
0.5 3.9 1.6
-0.5 2.1 -3.6
0.0 0.0 -0.1
-0.4 0.7 0.3
-0.1 -1.8 1.3
0.0 1.1 -0.6
0.3 1.4 -1.3
0.6 -0.2 -0.1
-0.2 0.1 -0.3
-0.2 -0.5 0.2
0.1 0.1 0.0
0.0 0.0 0.0

[4]
The following is a quantum chemistry calculation of C6H7HgLiO7 as an isolated structure, from the Open Molecules 2025 dataset.

Computed properties:
Total energy, a.u.: -920.1920
HOMO (alpha / beta), eV: -12.713 / -12.712
Kohn-Sham gap (alpha / beta), eV: 7.805 / 3.551
Spin multiplicity: 2
Lowest unoccupied orbital energy (alpha / beta), eV: -4.91 / -9.16
⟨S²⟩: 0.752
Total charge: +1

Element x y z (Å)
O 0.33004 1.84508 -0.97780
C 1.53285 2.15831 -1.73661
C 1.59790 1.12816 -0.70890
O -0.18788 -1.11545 -2.52782
C -0.42831 -1.86445 -1.55214
O -0.88445 -1.04845 -0.47101
O -0.26983 -3.05358 -1.36607
Hg -0.48754 3.63371 0.33207
Li -0.91144 0.52801 -1.88792
H 1.94710 3.14538 -1.52608
H 1.48250 1.86550 -2.78669
H 2.01578 1.35647 0.27232
H 1.65838 0.08376 -1.01398
O -0.74342 -0.03889 2.50732
C 0.42496 -0.65157 2.32810
C -1.76010 -0.65826 1.71905
O 1.43482 -0.38557 2.91155
O 0.31368 -1.62135 1.40878
C -0.97406 -1.59372 0.79927
H -2.29899 0.11227 1.15854
H -2.44633 -1.20435 2.37496
H -1.34566 -2.62101 0.74307

Forces on the atoms, in the same order (eV/Å):
-0.7 -0.3 0.0
0.9 0.3 -0.3
0.9 -0.1 0.3
-0.4 1.2 -0.3
1.3 -2.1 -0.5
-0.6 1.3 0.6
-0.5 1.1 0.1
0.0 0.0 0.3
0.1 -1.0 -0.1
-0.1 -0.2 -0.1
0.0 0.1 0.3
-0.1 0.0 -0.3
-0.6 0.2 0.1
-0.8 0.8 0.1
1.3 -0.3 0.5
-0.1 -0.3 0.0
-0.6 0.1 -0.5
-0.1 -0.3 -0.4
-0.2 -0.6 0.1
0.0 -0.2 0.1
0.1 0.2 -0.1
0.1 0.2 0.0

[5]
The following is a quantum chemistry calculation of C6H7I as an isolated structure, from the Open Molecules 2025 dataset.

Computed properties:
Total energy, a.u.: -530.2963
HOMO (alpha / beta), eV: -8.961 / -8.962
Kohn-Sham gap (alpha / beta), eV: 7.236 / 7.238
Lowest unoccupied orbital energy (alpha / beta), eV: -1.72 / -1.72
Energy above the lowest of the compared OMol25 structures with the same formula, charge and spin, eV: 4.615

Element x y z (Å)
C 0.80748 -1.35708 0.15862
C 1.67496 -2.18063 -0.27930
C 0.74260 -0.99666 -1.45768
C -0.24631 0.02438 -0.92137
C -0.17984 -0.35851 0.52680
C -0.06357 0.42748 1.83729
I -2.46450 -1.87743 0.96969
H 1.53406 -0.40597 -1.95331
H 0.30382 -1.82661 -1.99335
H 0.08200 1.03917 -1.12720
H -1.21739 -0.09820 -1.39240
H -0.92226 1.14970 2.08636
H 0.81131 1.08529 1.93279
H -0.09744 -0.36365 2.55246

Forces on the atoms, in the same order (eV/Å):
0.2 0.2 1.3
0.0 0.3 0.2
0.7 -0.2 -0.9
-1.6 1.1 -0.2
-0.3 -0.9 0.6
-1.9 1.1 -0.6
1.5 1.0 -0.3
-0.1 -1.1 0.2
0.0 0.4 -0.7
0.1 0.2 0.2
-0.1 0.1 0.2
0.9 -1.4 -0.8
0.3 -0.7 -0.4
0.4 -0.1 1.0

[6]
The following is a quantum chemistry calculation of a 2-piece molecular cluster, C6H7IN4 overall, from the Open Molecules 2025 dataset.

Computed properties:
Total energy, a.u.: -749.3664
HOMO, eV: -8.147
Kohn-Sham gap, eV: 7.009
Lowest unoccupied orbital energy, eV: -1.14
Energy above the lowest of the compared OMol25 structures with the same formula, charge and spin, eV: 3.839

Element x y z (Å)
C -1.67342 3.93327 -0.14960
C -1.61340 1.73842 0.20294
C -0.27729 2.38528 0.40129
C -1.91401 0.47343 0.34724
C 0.24838 -1.72601 0.15262
C 1.28951 -2.81591 0.20348
N -0.44539 3.75164 0.16736
N -0.06239 -1.04536 1.12664
N -2.43533 2.81014 -0.16350
N 0.78203 1.76559 0.68089
I -3.56137 -0.68278 0.01948
H -2.09806 4.89037 -0.39968
H -0.18955 -1.61748 -0.84674
H 0.85346 -3.74418 -0.16495
H 1.65434 -2.95450 1.21851
H 2.11777 -2.53562 -0.44739
H -3.41995 2.74359 -0.36230
H 1.59645 2.36450 0.77488

Forces on the atoms, in the same order (eV/Å):
0.2 -0.1 0.0
-0.1 -0.1 0.1
0.4 -0.3 0.1
1.8 -2.4 0.8
0.0 -0.6 -1.5
0.1 0.1 0.4
0.3 1.0 0.0
-2.1 2.0 0.3
-0.7 -0.3 -0.2
0.1 -0.4 0.1
0.2 0.3 0.0
-0.1 0.2 0.0
-0.2 0.2 0.1
0.0 0.0 0.0
0.0 0.0 0.0
0.0 0.0 0.0
0.1 0.0 0.0
-0.2 0.3 -0.1

[7]
The following is a quantum chemistry calculation of C6H7KMgO6 as an isolated structure, from the Open Molecules 2025 dataset.

Computed properties:
Total energy, a.u.: -1483.6205
HOMO, eV: -14.714
Kohn-Sham gap, eV: 5.487
Lowest unoccupied orbital energy, eV: -9.23
Total charge: +2
Energy above the lowest of the compared OMol25 structures with the same formula, charge and spin, eV: 0.322

Element x y z (Å)
Mg -3.09233 -0.19919 1.00736
O -1.55519 -0.10602 -0.20082
O -0.07364 1.59747 0.56532
C -0.68443 2.51725 1.47392
C -1.04280 1.62498 2.65102
O -1.35623 0.37940 1.99173
C -0.66321 0.37253 0.70629
H 0.04528 3.29350 1.72124
H -1.57456 2.96915 1.01299
H -1.92137 1.95775 3.21037
H -0.19537 1.46198 3.32822
K 2.68724 -2.84909 -6.59232
O 0.53141 -2.43739 -3.79384
O 0.67347 -1.97605 -1.59575
C 1.04141 -1.09351 -0.71819
C 0.18927 -0.82264 0.43385
O 2.42936 -1.55679 -3.04014
C 1.26556 -1.93762 -2.94850
H 2.14017 -1.05731 -0.64586
H -0.23601 -1.77552 0.78519
H 1.39196 -0.36287 0.64794

Forces on the atoms, in the same order (eV/Å):
1.4 0.2 -0.8
-4.4 1.8 -0.2
-0.2 -0.4 0.1
-0.1 0.3 0.1
0.3 0.5 0.6
-0.5 -0.3 0.0
-0.3 -1.5 -2.0
-0.2 -0.2 -0.1
0.2 0.0 0.1
0.2 0.0 0.0
-0.3 0.0 -0.2
-0.2 0.1 0.4
-0.5 0.6 1.4
-1.5 2.0 2.9
-1.1 -3.7 -3.5
7.1 1.4 1.9
-0.7 0.5 1.3
2.7 -1.7 -4.3
0.0 1.5 -1.2
0.6 0.5 0.2
-2.7 -1.7 3.4

Repeat the fourth record exactly.
The following is a quantum chemistry calculation of C6H7HgLiO7 as an isolated structure, from the Open Molecules 2025 dataset.

Computed properties:
Total energy, a.u.: -920.1920
HOMO (alpha / beta), eV: -12.713 / -12.712
Kohn-Sham gap (alpha / beta), eV: 7.805 / 3.551
Spin multiplicity: 2
Lowest unoccupied orbital energy (alpha / beta), eV: -4.91 / -9.16
⟨S²⟩: 0.752
Total charge: +1

Element x y z (Å)
O 0.33004 1.84508 -0.97780
C 1.53285 2.15831 -1.73661
C 1.59790 1.12816 -0.70890
O -0.18788 -1.11545 -2.52782
C -0.42831 -1.86445 -1.55214
O -0.88445 -1.04845 -0.47101
O -0.26983 -3.05358 -1.36607
Hg -0.48754 3.63371 0.33207
Li -0.91144 0.52801 -1.88792
H 1.94710 3.14538 -1.52608
H 1.48250 1.86550 -2.78669
H 2.01578 1.35647 0.27232
H 1.65838 0.08376 -1.01398
O -0.74342 -0.03889 2.50732
C 0.42496 -0.65157 2.32810
C -1.76010 -0.65826 1.71905
O 1.43482 -0.38557 2.91155
O 0.31368 -1.62135 1.40878
C -0.97406 -1.59372 0.79927
H -2.29899 0.11227 1.15854
H -2.44633 -1.20435 2.37496
H -1.34566 -2.62101 0.74307

Forces on the atoms, in the same order (eV/Å):
-0.7 -0.3 0.0
0.9 0.3 -0.3
0.9 -0.1 0.3
-0.4 1.2 -0.3
1.3 -2.1 -0.5
-0.6 1.3 0.6
-0.5 1.1 0.1
0.0 0.0 0.3
0.1 -1.0 -0.1
-0.1 -0.2 -0.1
0.0 0.1 0.3
-0.1 0.0 -0.3
-0.6 0.2 0.1
-0.8 0.8 0.1
1.3 -0.3 0.5
-0.1 -0.3 0.0
-0.6 0.1 -0.5
-0.1 -0.3 -0.4
-0.2 -0.6 0.1
0.0 -0.2 0.1
0.1 0.2 -0.1
0.1 0.2 0.0